[1]
Molecular formula: C24H64O8
Method: DFT, wB97M-V/def2-TZVPD

```
96
C24H64O8, DFT wB97M-V/def2-TZVPD
H -20.18919 1.74353 4.06122
C -21.92150 2.57681 5.22698
H -27.40612 -1.03701 1.53196
H -18.41733 6.93564 -3.50027
C -17.85893 -4.37496 -2.19873
C -21.43688 6.77602 -3.94100
H -20.89334 8.66516 -1.40518
H -20.09568 4.14840 -0.90526
H -22.69902 2.07667 4.64827
C -26.31991 -0.95711 1.50850
H -22.73503 9.43889 -2.15806
H -17.46623 -1.61668 -2.08843
H -20.41432 6.40491 -4.05333
O -20.75761 7.94988 -2.02274
H -21.74770 1.97345 6.11465
C -21.32428 8.15748 -3.31741
H -22.09917 -2.41286 -0.46367
H -25.64716 -2.54036 -0.62617
C -24.39482 0.80680 1.58953
H -18.24295 6.25569 -1.53230
H -24.77574 -1.42407 -1.71559
H -16.91292 -4.21513 -2.71130
H -16.51591 8.14944 -2.65946
C -22.94351 -3.07461 -0.24346
H -22.20966 -3.38833 -2.64123
H -20.09855 -3.61350 -0.98404
C -25.88019 0.50035 1.69898
H -17.30386 5.88257 -5.34080
H -25.86039 -1.66742 2.19932
H -15.44988 6.90476 -2.67496
C -18.38089 -1.95725 -1.60078
C -19.72396 3.76404 4.65734
C -17.51283 6.35413 -3.30618
H -24.21275 -4.34760 -1.41445
H -23.50890 -2.63074 0.57483
H -21.94657 6.02132 -3.34354
H -21.43212 0.08667 -0.49396
H -26.51462 2.42927 -2.84182
H -22.20944 1.01674 -1.83091
H -20.20757 4.70716 4.91049
C -25.00241 1.73940 -1.31626
H -22.94351 9.49779 -3.89975
O -26.42924 1.02170 2.91500
H -22.47758 -4.00035 0.10082
H -26.57433 1.95216 2.70878
H -21.72710 2.68560 1.20747
H -19.84739 2.92870 -2.17445
C -26.45878 2.03447 -0.96431
H -25.00036 0.93422 -2.05903
H -27.06879 0.10582 -1.72547
H -19.07557 3.93581 3.79839
H -19.10766 3.38600 5.47640
O -20.13841 -3.55507 -1.94597
O -23.16341 -3.28633 -2.72885
C -22.69175 8.83914 -3.06306
H -18.29463 -2.16681 -0.53322
H -26.04139 -1.31547 0.51241
H -23.96837 0.71219 2.59041
H -20.69066 8.76083 -3.97929
H -23.42249 8.03094 -3.02002
C -23.80425 -3.32360 -1.46575
C -20.87624 2.13025 -0.42810
C -20.72560 2.66892 4.25658
H -21.65765 3.95876 3.16008
H -27.09716 0.21628 0.07092
H -19.12871 -1.17188 -1.70699
H -26.46990 2.57886 -0.01839
C -25.06237 -2.46919 -1.54459
H -18.22890 4.60618 -4.42830
H -24.23254 1.81000 1.19805
H -16.52457 4.69002 -4.34351
C -17.41159 5.32887 -4.40554
H -20.50761 0.66901 -1.92990
H -24.50770 2.60860 -1.75853
O -27.02499 2.74545 -2.08834
H -21.45952 3.56074 -1.85345
O -22.05572 2.52119 0.30814
C -16.29212 7.26511 -3.27244
H -25.72215 -2.68034 -2.38612
H -22.18749 3.60810 5.45176
H -20.11484 1.86468 0.30938
H -17.67258 -4.53700 -1.13409
C -18.81531 -3.21694 -2.37544
H -23.80590 0.16945 0.92678
H -18.85833 -2.89759 -3.41773
C -27.29036 0.74469 -0.87171
H -15.87916 7.62641 -4.21580
H -24.32174 1.45898 -0.50869
H -18.37609 -5.25549 -2.58386
H -21.85166 6.84019 -4.94724
C -20.51955 3.26548 -1.38279
H -28.36061 0.94158 -0.82131
H -26.37459 0.95129 0.82753
O -21.26058 3.09912 2.97087
O -17.58217 5.73967 -2.00930
C -21.31590 0.88706 -1.22395
```

Computed properties:
SMILES   CC(C)O.CC(C)O.CC(C)O.CC(C)O.CC(C)O.CC(C)O.CC(C)O.CC(C)O
HOMO   -9.5 eV
Orbital gap   10.00 eV
F_max   2.30 eV Å⁻¹
ΔE to the lowest compared entry with this formula, charge and spin   83.00 kcal/mol



[2]
Molecular formula: C24H65N3O13
Method: DFT, wB97M-V/def2-TZVPD

```
105
C24H65N3O13, DFT wB97M-V/def2-TZVPD
H -4.82848 -1.16562 0.80754
H -1.05030 3.54640 5.57193
H -3.00186 0.07016 4.71086
H 3.23238 4.24315 1.47275
H -1.14056 1.09926 5.64365
O -3.66520 -1.25942 -2.73423
C 4.56876 -4.27803 1.55817
H 2.97828 5.59094 -5.48255
C 0.27523 -1.06733 0.77793
H 2.65695 -0.33190 4.17962
C -2.39304 -1.11615 -2.12669
C -1.44018 -0.34435 -3.02776
C -4.76441 1.01227 -0.49385
H -4.99561 2.07180 -0.54838
C -2.05403 -0.05380 4.17261
C 2.21345 -4.10790 1.59775
H -0.19884 1.06246 4.14404
H 2.64104 2.01072 0.17220
N 0.91043 -5.88841 0.49687
N 0.61765 3.03034 -2.34660
H 0.19592 1.11485 0.84429
H -0.59839 -0.61519 -4.76769
H -5.69840 0.44706 -0.57665
C 0.91658 -4.92922 1.58438
H 4.23528 5.26978 0.42143
H 1.86140 -1.18248 3.17863
C -1.53599 3.67314 1.04015
H -0.13308 3.44687 4.07010
H 1.63515 -7.05037 -1.70895
C 0.97973 -5.24127 -0.81056
O -0.77362 4.74256 0.49660
O 0.22280 -1.27735 2.18040
O -4.19330 0.73850 0.78073
C 0.67638 4.49617 -2.40935
H -3.12166 -0.98516 0.25650
H -2.38100 0.82314 2.33630
H -0.98003 3.07146 1.76643
H 2.35978 4.32440 -6.55385
H 0.05111 -4.25511 1.61917
H -2.34123 4.06785 1.68089
H 3.38096 3.85214 -5.19682
H 0.57808 2.76851 -3.32707
H -1.66211 -8.25379 -2.80798
H 2.23958 -3.37533 0.78302
H -3.22127 -1.95318 2.55331
H -4.34398 -0.74178 3.01868
C -0.68495 -7.77901 -2.86003
O -0.46237 -6.83234 -1.86523
O -0.86466 -1.18809 -4.04635
H 0.85064 4.85368 -1.39805
H -1.96563 -2.09564 -1.87155
H 2.57028 2.33987 -2.44218
O -1.85886 2.31218 4.13599
H 4.73291 3.61452 0.69197
O 2.64912 -0.61480 3.25933
C 0.78750 0.31496 0.38369
H 1.09480 -5.94941 -2.88063
C -3.88582 -0.62075 0.94955
O 2.16570 0.45663 0.66930
H -0.75077 -1.17322 0.39352
H 5.32325 -4.84593 2.09793
C -2.22735 2.89000 -0.06550
C 0.83889 -6.30852 -1.87260
C 2.22720 2.84975 -0.38959
C -1.21657 1.13675 4.54652
H -1.96503 0.44156 -3.57166
H 0.08573 -6.47321 0.50714
H 0.77984 -1.87619 0.24722
H 2.77448 4.71632 -2.99127
H -4.04852 0.72506 -1.26572
H -0.66706 2.29805 -1.18941
H -0.68782 -1.00978 2.45377
H -2.53960 -0.55987 -1.19954
H -0.07343 4.99462 1.10518
H 4.55448 -3.28894 2.03370
H 0.67151 0.49858 -0.68723
H -1.54860 4.39020 4.07147
O -1.42229 1.90362 -0.68918
H 0.03846 -8.60582 -2.90803
H -1.53295 -0.95375 4.50735
H -3.54307 -1.70360 -3.58146
C 2.61249 4.56053 -5.52331
O 1.51956 4.43859 -4.63369
H 2.29359 -3.55831 2.54323
O 3.33579 -4.95820 1.56028
H 1.34228 3.25923 0.11377
H 1.88146 -4.66826 -1.00388
C -3.46134 -0.90026 2.38521
H 1.44864 1.26791 -1.63144
H 4.83353 -4.10992 0.50916
H -0.58666 -7.30152 -3.84842
C 1.77777 4.98363 -3.35101
H 1.69661 6.07211 -3.45480
N -2.26918 -0.10960 2.72092
C 3.85182 4.25791 0.57171
O 3.17274 3.88549 -0.60442
H 2.34408 0.23273 1.59676
H 0.94455 -5.39937 2.57151
H -0.63612 0.06678 -2.41032
H 0.08050 -4.61749 -0.94877
C -1.15391 3.46328 4.48446
H -2.56191 3.56111 -0.86102
H -3.05906 2.38170 0.42476
H -0.26067 4.91884 -2.76876
C 1.74375 2.31481 -1.71831
```

Computed properties:
SMILES   COCCNCCOC.COCCNCCOC.COCCNCCOC.OCCO.OCCO.OCCO.O
HOMO   -8.5 eV
Orbital gap   8.85 eV
F_max   1.76 eV Å⁻¹
ΔE to the lowest compared entry with this formula, charge and spin   7.32 kcal/mol



Question: Which of these has the highest orbital gap?
Answer: C24H64O8